1.
Computed, not measured: a cluster of 2 separate species, C4H11N2S in total at a distorted geometry, with wB97M-V/def2-TZVPD.

Output
* total charge: +1
* relative energy (zero: lowest compared OMol25 entry of this formula, charge and spin): 2.911 eV
* LUMO energy: -3.8 eV
* DFT total energy: -18132.60834 eV
* E_HOMO: -14.10 eV
* Kohn-Sham gap: 10.32 eV

```
18
Properties=species:S:1:pos:R:3:forces:R:3
S -0.394186 0.323467 1.349082 0.680 0.341 0.025
N -1.310481 -1.826530 0.139636 1.432 0.373 0.186
N 0.160315 1.997957 -0.639353 -1.698 2.689 2.060
C -1.068628 1.702032 -0.091729 -0.330 -1.893 0.128
C 1.519446 -1.257078 0.366731 1.689 -1.914 -1.358
C 0.865497 -0.149610 0.181591 -0.477 0.157 0.427
C 0.853370 0.859495 -0.943203 -0.070 -2.651 -1.509
H 0.707396 1.060998 1.688764 -1.017 0.793 0.996
H 0.258540 0.344582 -1.680593 0.088 -0.294 -0.889
H -1.995075 -1.964572 0.820667 -1.398 -0.545 1.224
H 2.204018 -1.633313 -0.443573 -0.399 0.686 1.010
H 1.760929 1.165975 -1.364029 1.714 -0.279 -0.467
H -1.695141 -2.039348 -0.731833 -0.829 -0.443 -1.650
H -1.722516 1.000189 -0.679804 0.763 0.802 0.484
H -0.554684 -2.487754 0.295393 -0.314 0.094 0.030
H -1.626642 2.432185 0.467505 0.132 0.427 0.034
H 1.358004 -1.991835 1.162351 -0.009 0.631 -0.122
H 0.679836 2.463159 0.102397 0.043 1.027 -0.609
```
Positions in Å, forces in eV/Å.

Results of the natural (NBO) charge analysis, in e, for atoms 1 through 8:
1. S 0.46
2. N -1.08
3. N -0.52
4. C -0.12
5. C -0.37
6. C -0.16
7. C -0.29
8. H 0.14

2.
Computed, not measured: a cluster of 2 separate species, C4H11N2S in total at a distorted geometry, with wB97M-V/def2-TZVPD.

Output
* total charge: +1
* relative energy (zero: lowest compared OMol25 entry of this formula, charge and spin): 5.856 eV
* LUMO energy (spin up / spin down): -4.8 / -3.6 eV
* DFT total energy: -18129.66254 eV
* E_HOMO (spin up / spin down): -11.71 / -12.35 eV
* Kohn-Sham gap (spin up / spin down): 6.95 / 8.72 eV

```
18
Properties=species:S:1:pos:R:3:forces:R:3
S -0.953486 2.056337 0.355895 -0.941 0.350 1.242
N -1.227244 -0.339722 -0.885225 0.482 0.859 -1.697
N -1.482121 -0.429199 1.122282 -2.757 -1.171 2.413
C -2.254875 -1.029037 -0.000991 3.075 -0.219 0.796
C -0.586765 0.359256 0.459944 0.259 -0.827 -2.965
C 2.605000 0.407769 -0.384346 -0.981 2.286 3.484
C 1.928689 -0.540820 0.520005 -1.728 2.481 1.627
H -0.515313 -0.895423 -1.366132 -0.573 -0.101 -0.167
H -3.234969 -0.638235 -0.243007 -0.253 -0.249 0.334
H -2.100344 -2.135090 0.078601 -0.759 0.980 -0.719
H -1.663105 0.387444 -1.523997 0.856 -1.184 0.743
H -2.051722 0.081868 1.764300 -0.248 -0.054 1.066
H 1.871132 1.317350 -0.314143 1.493 -1.204 -0.869
H 1.480581 -1.426931 0.234562 -0.391 -1.913 -0.672
H 2.812162 0.052532 -1.344862 0.350 -0.228 -1.389
H 3.471601 0.823533 0.200650 -0.328 -0.452 -1.060
H 0.143887 2.228128 -0.269177 1.778 0.977 -1.057
H 1.756900 -0.279756 1.595646 0.665 -0.332 -1.109
```
Positions in Å, forces in eV/Å.

Results of the natural (NBO) charge analysis, in e, for atoms 1 through 8:
1. S 0.08
2. N -0.61
3. N -0.65
4. C -0.04
5. C 0.11
6. C -0.69
7. C -0.16
8. H 0.44

Q: Which of these has the highest DFT total energy?
A: number 2

Q: Look up the relative energy (zero: lowest compared OMol25 entry of this formula, charge and spin) of the second one.
A: 5.856 eV

Q: Which of these has the lowest relative energy (zero: lowest compared OMol25 entry of this formula, charge and spin)?
A: number 1